Density functional theory data (ωB97M-V/def2-TZVPD) for a single C5H12O molecule.

Values from the calculation:
F_max = 0.007 Eh/bohr
Total energy = -7426.98489 eV
Energy relative to the best compared isomer or geometry (same formula, charge and spin) = 31.5 kJ/mol
Frontier orbital gap = 0.4081 Eh
Charge = 0
Structure (SMILES) = CC(C)[C@@H](C)O
Multiplicity = 1

Structure (XYZ):
```
18
Properties=species:S:1:pos:R:3:nbo_charge:R:1
C -1.383 1.382 -0.122 -0.606
C -0.578 0.141 0.276 -0.236
C -1.235 -1.092 -0.376 -0.619
C 0.930 0.328 -0.090 0.100
C 1.925 -0.343 0.876 -0.647
O 1.160 -0.097 -1.426 -0.714
H -1.104 2.249 0.486 0.206
H -1.198 1.624 -1.177 0.212
H -2.461 1.217 -0.003 0.206
H -0.650 0.007 1.365 0.194
H -0.676 -2.027 -0.236 0.199
H -2.228 -1.247 0.066 0.214
H -1.386 -0.940 -1.452 0.215
H 1.174 1.398 -0.122 0.175
H 2.336 0.365 1.605 0.219
H 2.774 -0.732 0.304 0.220
H 1.473 -1.170 1.435 0.203
H 1.126 -1.062 -1.409 0.457
```